[1]
The following is a quantum chemistry calculation of a cluster of 10 separate species, C27H51N3O7 in total at a distorted geometry, from the OMol25 dataset.

Cartesian coordinates (Å):
C -4.28434 -2.15249 1.10270
C -3.02277 -2.65919 0.46473
N -2.04090 -3.00194 0.04291
H -4.83811 -1.58493 0.35484
H -3.99426 -1.55457 1.96666
H -4.76148 -3.07486 1.43389
C -1.86543 7.20169 -1.92713
C -1.98194 5.80015 -1.53703
N -2.11741 4.71956 -1.16764
H -2.45016 7.32172 -2.83915
H -0.83317 7.54705 -1.98430
H -2.42223 7.75286 -1.16932
C -3.49965 -0.03726 -3.27932
C -4.67687 -0.44309 -2.51679
N -5.60168 -0.79098 -1.92849
H -2.94608 0.63493 -2.62372
H -3.74902 0.50738 -4.18997
H -2.91313 -0.86827 -3.67115
C 2.32847 -2.61271 -2.71650
C 3.56662 -1.82430 -2.74948
O 4.70972 -2.27794 -2.96092
C 3.41218 -0.45230 -2.24031
H 1.69278 -2.41707 -3.58005
H 1.70379 -2.13808 -1.95979
H 2.49299 -3.68334 -2.59495
H 4.21824 -0.21274 -1.54678
H 2.49597 -0.06994 -1.79034
H 3.57671 0.13544 -3.14339
C -0.22694 -0.16691 -0.34343
C -0.22762 0.71785 -1.63248
O -0.09762 0.21861 -2.76458
C -0.10806 2.23202 -1.32910
H 0.58991 0.23268 0.25756
H -0.06165 -1.18936 -0.68311
H -1.20488 0.02974 0.09597
H -1.06719 2.50039 -0.88623
H 0.20238 2.79458 -2.20958
H 0.60344 2.37964 -0.51665
C 1.17319 -4.33431 2.97784
C 2.25913 -3.66022 2.16589
O 3.42532 -3.86740 2.55064
C 1.94398 -2.72600 1.03309
H 0.73083 -5.03094 2.26572
H 0.35336 -3.64560 3.18196
H 1.51334 -4.84109 3.88093
H 2.81964 -2.19383 0.66141
H 1.12367 -2.04046 1.24575
H 1.62493 -3.37223 0.21535
C 0.49222 -7.40739 -1.93181
C 0.69767 -6.01911 -1.24772
O 1.36009 -5.97003 -0.18931
C -0.01031 -4.87883 -1.99107
H 1.20034 -7.54563 -2.74885
H -0.52467 -7.47809 -2.31785
H 0.62381 -8.18297 -1.17730
H 0.47676 -4.40088 -2.84104
H -0.31535 -4.05208 -1.34956
H -0.83868 -5.24861 -2.59536
C -5.48666 3.03403 3.14257
C -5.28140 2.18831 1.86038
O -6.23293 1.66797 1.38803
C -3.88327 2.21885 1.20194
H -6.49074 3.04754 3.56652
H -5.17789 4.05193 2.90455
H -4.81524 2.71541 3.93991
H -3.96718 2.04175 0.12970
H -3.34923 1.34741 1.58074
H -3.53303 3.23314 1.39334
C 1.19858 1.45085 2.91508
C 2.11032 2.01268 4.03991
O 1.71549 2.91173 4.81914
C 3.53635 1.58108 4.07708
H 0.72113 2.31685 2.45660
H 0.45030 0.84731 3.42881
H 1.71647 0.82647 2.18705
H 3.48369 0.52413 4.33820
H 3.99148 2.09817 4.92181
H 4.21517 1.85609 3.26980
C 3.57199 4.13177 1.07955
C 3.31768 4.05624 -0.38471
O 3.20816 5.06000 -1.04756
C 3.32873 2.71102 -0.95993
H 3.44569 5.17383 1.37327
H 4.60261 3.78747 1.16548
H 2.83820 3.54182 1.62875
H 3.10962 1.93479 -0.22675
H 4.28852 2.57660 -1.45876
H 2.63755 2.43642 -1.75678

Calculated values
Multiplicity: 1
HOMO-LUMO gap in eV: 9.367
Structure (SMILES): CC(C)=O.CC(C)=O.CC(C)=O.CC(C)=O.CC(C)=O.CC(C)=O.CC(C)=O.CC#N.CC#N.CC#N
DFT total energy in eV: -47625.2710


[2]
The following is a quantum chemistry calculation of a cluster of 9 separate species, C44H61NO18 in total at a distorted geometry, from the OMol25 dataset.

Cartesian coordinates (Å):
C 3.73103 2.33293 1.18163
C 2.68933 3.28829 1.89288
C 1.22332 2.76938 1.53266
C 0.31171 3.13194 2.79718
C -1.19707 3.18783 2.39753
C -1.90781 4.45708 2.14560
C -3.31720 4.50861 1.73521
C -3.99044 3.23572 1.58179
C -3.29114 1.96539 1.87406
C -1.90793 1.89462 2.28287
C -4.37469 0.86777 1.63890
O -4.33418 -0.19746 2.18117
N -5.35378 1.44952 0.74310
C -5.43117 2.86103 1.13671
O -6.40172 3.55149 1.08018
H 3.37308 1.27369 1.20393
H 4.70783 2.42885 1.72383
H 3.81223 2.63449 0.10513
H 2.83443 3.31487 3.00148
H 2.73237 4.34583 1.48676
H 1.19186 1.65684 1.37511
H 0.80381 3.26641 0.61898
H 0.61320 4.10697 3.26374
H 0.40681 2.27253 3.53161
H -1.32380 5.40388 2.25200
H -3.86259 5.45310 1.53617
H -1.42675 0.91084 2.46013
H -4.93848 1.32203 -0.19001
O 0.53874 1.29986 5.51772
C 0.06150 2.07162 6.30171
O -0.94769 2.92590 5.99574
C -1.20887 3.78389 7.11656
C -0.66858 3.04015 8.32105
C 0.50441 2.27656 7.73019
H -0.69814 4.73646 6.95206
H -2.27995 3.96752 7.19412
H -0.39531 3.69779 9.14612
H -1.41815 2.33432 8.68786
H 1.42171 2.86875 7.73605
H 0.66030 1.32375 8.23183
O 6.03816 -0.55967 -1.23651
C 5.00776 -1.04240 -0.85585
O 4.05747 -0.35094 -0.17368
C 3.00741 -1.24652 0.22431
C 3.10336 -2.41886 -0.72376
C 4.59073 -2.48584 -1.01242
H 3.17335 -1.53803 1.26600
H 2.04705 -0.73991 0.14840
H 2.69377 -3.34082 -0.31006
H 2.56308 -2.19387 -1.64507
H 5.12181 -3.09255 -0.27642
H 4.78919 -2.84395 -2.02028
O 0.87103 -0.52167 -1.87347
C -0.22080 -0.02252 -1.92362
O -0.66516 0.70312 -2.97867
C -1.96006 1.24750 -2.67618
C -2.51676 0.35916 -1.58570
C -1.26504 -0.06122 -0.83810
H -1.83384 2.28250 -2.34619
H -2.58100 1.23611 -3.57114
H -3.25307 0.85867 -0.96078
H -2.99183 -0.51927 -2.02960
H -0.99468 0.65593 -0.05960
H -1.35998 -1.06246 -0.42121
O 0.76934 6.89497 1.27181
C 1.14115 6.72661 0.14420
O 2.39649 6.32143 -0.18322
C 2.54301 6.32474 -1.61221
C 1.13318 6.23089 -2.15853
C 0.32741 6.96879 -1.10421
H 3.04324 7.25056 -1.90822
H 3.15708 5.47833 -1.91828
H 1.03156 6.64614 -3.16112
H 0.81858 5.18439 -2.19447
H 0.28661 8.04240 -1.29859
H -0.67587 6.55919 -1.00265
O 3.11148 -2.52044 -7.29908
C 2.81866 -1.82129 -6.36982
O 1.60020 -1.83169 -5.77219
C 1.54681 -0.80179 -4.76846
C 2.99024 -0.51982 -4.41028
C 3.70697 -0.78299 -5.72403
H 1.04531 0.07215 -5.19318
H 0.97811 -1.15310 -3.91621
H 3.14766 0.48373 -4.01598
H 3.33164 -1.23429 -3.65625
H 3.73414 0.10500 -6.35880
H 4.71098 -1.17172 -5.56553
O 2.99303 -6.63675 -0.53801
C 4.11522 -6.57658 -0.95459
O 4.64616 -5.46461 -1.52606
C 5.96538 -5.75903 -2.01335
C 6.42323 -6.96547 -1.21961
C 5.11928 -7.70352 -0.97089
H 5.90215 -5.96522 -3.08498
H 6.61345 -4.89659 -1.85784
H 7.17471 -7.56121 -1.73736
H 6.84888 -6.64213 -0.26615
H 4.87401 -8.38566 -1.78733
H 5.12929 -8.23206 -0.01987
O -5.79810 0.55772 -2.92582
C -6.95229 0.40807 -2.62379
O -7.46127 -0.74586 -2.12994
C -8.88367 -0.61982 -1.97873
C -9.14367 0.86971 -1.89465
C -8.04474 1.43920 -2.77462
H -9.36762 -1.07884 -2.84499
H -9.20306 -1.14346 -1.07847
H -10.14912 1.14984 -2.20860
H -9.00462 1.21301 -0.86645
H -8.34505 1.48773 -3.82338
H -7.71341 2.41492 -2.42448
O 0.12141 -8.05333 3.22380
C -0.52216 -7.71311 2.27255
O -1.79587 -7.24163 2.35260
C -2.31373 -7.03030 1.03139
C -1.09423 -6.88001 0.14443
C -0.08121 -7.78044 0.83010
H -2.92525 -7.89374 0.75493
H -2.93976 -6.13829 1.02311
H -1.28370 -7.14328 -0.89625
H -0.74176 -5.84566 0.17055
H -0.15393 -8.81354 0.48402
H 0.93377 -7.40581 0.71224

Calculated values
Multiplicity: 1
HOMO-LUMO gap in eV: 8.988
Structure (SMILES): CCCCc1ccc2c(c1)C(=O)NC2=O.O=C1CCCO1.O=C1CCCO1.O=C1CCCO1.O=C1CCCO1.O=C1CCCO1.O=C1CCCO1.O=C1CCCO1.O=C1CCCO1
DFT total energy in eV: -84963.1842


[3]
The following is a quantum chemistry calculation of a structure of composition CF4NO2S2Sr at a distorted geometry, from the OMol25 dataset.

Cartesian coordinates (Å):
Sr -4.47201 -2.69182 0.09782
F -0.98590 -2.27033 -4.70604
N -3.89143 -1.34806 -4.52197
S -2.29227 -1.17843 -4.30223
O -1.88789 0.20973 -4.54474
S -4.82039 -2.33417 -3.68142
O -4.31213 -2.60927 -2.24347
C -4.30429 -4.04087 -4.33829
F -5.26041 -4.87918 -3.96849
F -4.19585 -3.98275 -5.65208
F -3.16245 -4.47424 -3.84074

Calculated values
Multiplicity: 1
HOMO-LUMO gap in eV: 3.735
Charge: +1
DFT total energy in eV: -39987.8091


[4]
The following is a quantum chemistry calculation of the molecule C3H8BNO at a distorted geometry, from the OMol25 dataset.

Cartesian coordinates (Å):
B -0.64529 1.13020 1.09646
C 0.98946 -0.48865 0.00354
C -0.54536 -0.97411 -0.65715
C 0.85280 0.81673 0.56553
N -1.22558 0.11794 -1.14278
O -1.34090 1.25703 -0.41829
H -0.60210 2.25820 1.49362
H -1.15507 0.35819 1.81713
H 1.29154 -1.39117 0.58822
H 1.78410 -0.45255 -0.83534
H -0.14476 -1.59336 -1.40059
H -1.16450 -1.39317 0.02867
H 1.39341 1.53873 -0.02263
H -1.08987 0.27767 -2.16999

Calculated values
Multiplicity: 1
HOMO-LUMO gap (spin up / spin down) in eV: 8.601 / 7.148
DFT total energy in eV: -7449.5131


[5]
The following is a quantum chemistry calculation of the molecule C2H3NOS2 at a distorted geometry, from the OMol25 dataset.

Cartesian coordinates (Å):
C -0.48517 0.62180 -0.05530
C -1.27283 -0.65879 0.14995
H 2.23076 -1.27671 0.66947
H 1.18194 1.74077 -0.26828
H -0.61346 -1.65094 0.38133
N 0.95658 0.76304 0.29442
O -1.08666 1.60426 -0.42448
S 1.88041 -0.60304 -0.45893
S -2.79157 -0.54039 -0.28818

Calculated values
Multiplicity: 1
HOMO-LUMO gap in eV: 7.822
Structure (SMILES): O=C(C=S)NS
DFT total energy in eV: -27328.3003


[6]
The following is a quantum chemistry calculation of the molecule C6H10O, from the OMol25 dataset.

Cartesian coordinates (Å):
C 1.65462 0.81818 -1.18512
C 1.47258 -0.44531 -0.38870
C -0.07271 0.42163 1.42064
C 0.66871 -0.63723 0.65606
C -1.83663 -0.36180 -0.68085
C -2.12088 -0.46669 0.61308
O -1.45175 0.11742 1.63928
H 2.70801 0.99362 -1.42985
H 1.26754 1.71385 -0.68887
H 1.11714 0.71738 -2.14040
H 2.00639 -1.31486 -0.77143
H 0.34621 0.46922 2.43045
H 0.04468 1.41079 0.96299
H 0.52302 -1.65091 1.02748
H -2.33429 -0.99580 -1.40225
H -1.06731 0.30285 -1.05579
H -2.92532 -1.09236 0.99329

Calculated values
Multiplicity: 1
HOMO-LUMO gap in eV: 9.839
Structure (SMILES): C=COC/C=C\C
DFT total energy in eV: -8429.7474